Entry from OMol25: a molecular structure, B3BrH4NO4PZn (ωB97M-V/def2-TZVPD).

```
15
Properties=species:S:1:pos:R:3:mulliken_charge:R:1
N 0.922 0.946 1.949 -0.166
B 0.364 1.055 0.700 0.534
O -0.870 1.752 0.384 -0.471
B -1.893 1.025 -0.257 0.606
O -1.341 0.368 -1.425 -0.435
B -0.183 -0.433 -1.130 0.697
P -0.077 -2.355 -1.424 0.079
O 1.474 -2.703 -1.176 -0.392
Br -1.105 -2.590 0.516 -0.066
O 0.844 0.445 -0.597 -0.514
H 1.464 0.096 2.100 0.272
H 1.442 1.697 2.398 0.300
H -3.012 0.967 0.092 0.114
H 2.007 -2.273 -0.495 0.341
Zn -0.036 2.002 -1.636 1.099
```

Values from the calculation:
Kohn-Sham gap ... 4.19 eV
Total charge ... +2
Total energy ... -139509.926 eV
HOMO ... -16.6 eV